No. 1
{"formula": "C10H21N6O4", "method": "ωB97M-V with the def2-TZVPD basis set", "elements": ["C", "C", "O", "C", "C", "O", "C", "C", "C", "N", "N", "C", "H", "H", "H", "H", "H", "H", "H", "H", "H", "H", "H", "H", "H", "C", "O", "N", "N", "H", "H", "H", "H", "C", "O", "N", "N", "H", "H", "H", "H"], "positions_angstrom": [[3.8532, -2.1699, -2.2331], [4.1204, -0.6794, -2.8016], [2.9372, 0.1637, -2.7664], [2.4968, 0.2270, -1.3919], [1.8513, 1.6351, -0.9993], [0.7807, 2.0359, -1.8995], [-0.2435, 1.1093, -1.9517], [-0.9350, 0.6552, -3.2317], [-2.0278, -0.3582, -3.0432], [-2.5548, -0.9322, -1.8968], [-1.9130, -0.4560, -0.8469], [-0.8647, 0.4316, -0.7490], [4.0920, -2.1143, -1.1119], [2.7564, -2.4617, -2.3034], [4.5510, -2.9463, -2.6808], [4.5183, -0.7976, -3.8651], [4.9680, -0.1818, -2.2094], [1.7888, -0.6441, -1.1891], [3.4161, 0.0915, -0.7172], [2.6869, 2.4090, -1.1419], [1.5580, 1.6804, 0.1031], [-0.6643, 1.0324, -4.2588], [-2.5216, -0.7301, -4.0066], [-2.2799, -0.8327, 0.0620], [-0.4366, 0.6792, 0.2790], [-0.3628, 2.8973, 2.4475], [0.1814, 2.4641, 1.4346], [-0.0794, 2.4278, 3.6853], [-1.2916, 3.8816, 2.4106], [-0.5119, 2.7680, 4.5246], [0.6073, 1.6952, 3.7527], [-1.5280, 4.2564, 1.5068], [-1.7478, 4.2503, 3.2249], [-3.0785, -2.3790, 2.7189], [-2.3135, -1.6498, 2.0920], [-2.6383, -3.3672, 3.5312], [-4.4259, -2.2556, 2.6508], [-3.2445, -3.9739, 4.0523], [-1.6421, -3.4895, 3.6075], [-4.7915, -1.5308, 2.0566], [-5.0668, -2.8409, 3.1548]], "atomic_forces_ev_per_a": [[0.3, 0.9, 1.2], [0.9, -1.3, -0.5], [0.6, -0.5, 1.2], [0.0, 0.3, 0.6], [2.4, -0.3, 0.4], [-2.0, -2.5, 0.1], [-2.5, -1.7, -1.3], [-0.2, -0.6, 3.7], [0.1, 0.4, -1.2], [2.6, 2.6, -2.4], [1.3, 1.0, 1.8], [0.8, 0.7, -1.2], [-0.4, -0.4, -1.5], [1.5, 0.3, -0.3], [-1.0, 1.1, 0.4], [-1.0, 0.6, 1.3], [-1.2, -0.6, -0.7], [0.7, 1.1, -0.1], [-1.4, 0.3, -0.6], [-1.5, -1.0, 0.0], [0.1, -0.2, -1.7], [-0.3, -0.5, 1.4], [0.7, 0.6, 1.6], [0.5, 0.2, -0.5], [-1.0, -0.5, -1.3], [-0.2, 0.2, 0.4], [-0.1, -0.2, -0.1], [0.3, -0.4, 0.1], [-0.2, 0.2, -0.5], [0.0, 0.0, -0.1], [-0.1, 0.1, 0.1], [0.0, 0.0, 0.2], [0.1, 0.0, 0.0], [-0.3, -0.2, 0.2], [0.1, 0.3, -0.5], [0.5, -0.1, 0.1], [-0.3, 0.3, -0.3], [0.0, 0.1, 0.0], [-0.2, 0.0, 0.0], [0.0, -0.1, 0.1], [0.1, 0.0, 0.0]], "e_tot_ha": -1022.87330, "gap_ev": 8.305, "charge": 1, "max_force_ev_per_a": 4.42}



No. 2
{"formula": "C40H29AsMoN4O7S2", "method": "ωB97M-V with the def2-TZVPD basis set", "elements": ["Mo", "S", "C", "C", "C", "C", "C", "C", "As", "C", "C", "C", "C", "C", "C", "C", "C", "C", "C", "C", "C", "H", "H", "H", "H", "H", "H", "H", "H", "H", "H", "H", "H", "H", "H", "O", "S", "O", "O", "C", "N", "C", "C", "C", "N", "C", "C", "C", "N", "C", "C", "H", "H", "H", "H", "H", "H", "O", "C", "O", "C", "C", "C", "C", "C", "C", "N", "O", "O", "H", "H", "H", "H", "C", "C", "C", "C", "C", "C", "H", "H", "H", "H", "H"], "positions_angstrom": [[-1.7038, -0.1160, -0.5420], [-2.1005, -0.7920, 1.7973], [-1.9136, 0.7101, 2.7076], [-2.5599, 0.7871, 3.9418], [-2.4411, 1.9232, 4.7216], [-1.6612, 2.9880, 4.2899], [-1.0167, 2.9154, 3.0679], [-1.1400, 1.7854, 2.2656], [-0.3779, 1.7073, 0.4839], [-0.5450, 3.5634, -0.0382], [0.4297, 4.5150, 0.2404], [0.2038, 5.8453, -0.0775], [-0.9914, 6.2275, -0.6709], [-1.9698, 5.2812, -0.9414], [-1.7487, 3.9506, -0.6245], [1.5124, 1.4156, 0.7755], [1.9130, 0.6074, 1.8345], [3.2417, 0.2211, 1.9434], [4.1695, 0.6264, 0.9925], [3.7713, 1.4362, -0.0635], [2.4473, 1.8311, -0.1728], [-3.1581, -0.0543, 4.2667], [-2.9527, 1.9738, 5.6738], [-1.5579, 3.8733, 4.9025], [-0.4050, 3.7430, 2.7305], [1.3620, 4.2179, 0.7062], [0.9619, 6.5863, 0.1381], [-1.1603, 7.2670, -0.9193], [-2.9041, 5.5796, -1.3981], [-2.5146, 3.2081, -0.8225], [1.1836, 0.2701, 2.5640], [3.5509, -0.4102, 2.7669], [5.2017, 0.3062, 1.0539], [4.4957, 1.7243, -0.8143], [2.1309, 2.4452, -1.0099], [6.6689, -0.0046, -0.7587], [7.3813, -1.2577, -0.5794], [7.5068, -2.0725, -1.7736], [8.5564, -1.1759, 0.2522], [6.1611, -2.2746, 0.3692], [6.5572, -3.1051, 1.3291], [5.6026, -3.8207, 1.9165], [4.2633, -3.7088, 1.5684], [3.9554, -2.7960, 0.5657], [4.9142, -2.0918, -0.0288], [2.5972, -2.4193, 0.1554], [2.4513, -1.3946, -0.7788], [1.2108, -0.8764, -1.0268], [0.0791, -1.2838, -0.3987], [0.2198, -2.3669, 0.3989], [1.4264, -2.9592, 0.6856], [5.9247, -4.4826, 2.7130], [3.5092, -4.3111, 2.0575], [3.3335, -0.9939, -1.2601], [1.0942, -0.0627, -1.7242], [-0.6767, -2.7452, 0.8653], [1.4454, -3.8037, 1.3590], [-5.5655, 0.9626, -1.0782], [-4.5886, 0.3064, -0.8575], [-3.3573, 0.7953, -0.7315], [-4.6188, -1.1855, -0.6423], [-5.7785, -1.8203, -0.2392], [-5.7529, -3.1721, 0.0655], [-4.5557, -3.8606, -0.0477], [-3.3961, -3.2568, -0.5032], [-3.4288, -1.9053, -0.7864], [-4.5116, -5.2849, 0.3125], [-5.5009, -5.7622, 0.8270], [-3.4823, -5.8877, 0.0782], [-6.6830, -1.2348, -0.1472], [-6.6348, -3.6979, 0.3998], [-2.5023, -3.8535, -0.6205], [-2.5926, -1.4639, -1.3782], [-1.2517, 0.3632, -5.3618], [-1.1973, -0.9258, -4.8450], [-1.1490, -1.1177, -3.4752], [-1.1436, -0.0382, -2.5827], [-1.1397, 1.2513, -3.1314], [-1.2184, 1.4509, -4.5029], [-1.3021, 0.5181, -6.4313], [-1.1861, -1.7768, -5.5134], [-1.1039, -2.1357, -3.0960], [-1.0580, 2.1219, -2.4881], [-1.2356, 2.4578, -4.8999]], "atomic_forces_ev_per_a": [[-0.2, 0.5, 0.9], [0.2, 0.1, -0.4], [0.1, 0.1, 0.0], [0.0, 0.0, -0.1], [0.0, 0.0, 0.0], [0.0, 0.0, 0.0], [0.1, 0.0, -0.1], [-0.3, -0.1, 0.1], [1.0, 1.4, 1.3], [-0.3, -0.1, -0.3], [0.2, -0.2, 0.1], [-0.1, 0.1, 0.0], [0.0, 0.0, 0.0], [0.0, 0.0, 0.0], [0.0, -0.1, 0.0], [-0.1, -0.1, -0.1], [-0.2, 0.0, 0.1], [0.0, 0.1, 0.0], [0.1, 0.1, 0.2], [0.0, 0.1, 0.0], [-0.1, 0.1, 0.0], [0.0, 0.0, 0.1], [0.0, 0.0, 0.0], [0.0, 0.0, 0.0], [-0.1, 0.1, 0.0], [0.0, 0.0, 0.0], [0.0, 0.0, 0.0], [0.0, 0.0, 0.0], [0.0, 0.0, 0.0], [0.0, 0.1, 0.0], [0.0, 0.0, 0.0], [0.0, 0.0, 0.0], [0.0, 0.1, -0.1], [0.1, 0.0, 0.0], [0.0, 0.0, 0.0], [-0.2, 0.2, 0.0], [0.0, -0.7, 0.2], [0.0, 0.2, 0.0], [-0.1, 0.0, 0.1], [0.6, 0.4, -0.4], [-0.1, -0.2, 0.2], [0.1, 0.2, -0.2], [-0.3, -0.1, -0.1], [0.8, -0.2, 0.3], [-0.4, -0.2, 0.1], [-0.5, 0.1, -0.3], [0.1, -0.3, 0.0], [-0.3, 0.0, 0.0], [1.4, -1.1, -0.1], [-0.2, 0.1, 0.0], [0.2, 0.1, 0.0], [-0.1, -0.1, 0.0], [0.0, 0.0, 0.1], [-0.1, 0.0, 0.0], [0.0, 0.0, 0.0], [0.0, 0.0, 0.0], [0.0, 0.0, 0.0], [0.2, 0.0, 0.1], [-0.6, -0.4, 0.0], [-0.6, 1.1, -0.2], [0.3, 0.2, -0.1], [0.1, 0.1, 0.0], [0.1, -0.2, 0.1], [-0.1, 0.5, -0.1], [0.3, -0.2, 0.0], [-0.7, -0.2, -0.2], [0.1, -0.4, 0.1], [0.1, 0.1, -0.1], [-0.1, 0.1, 0.0], [0.0, 0.0, 0.0], [0.0, 0.0, 0.0], [0.0, 0.0, 0.0], [-0.7, -1.3, -0.7], [0.0, 0.0, 0.0], [0.0, 0.0, -0.1], [0.0, -0.1, 0.1], [0.0, -0.1, -0.2], [0.0, 0.1, 0.2], [0.1, 0.0, -0.1], [0.0, 0.0, 0.0], [0.0, 0.0, 0.0], [0.0, 0.0, 0.0], [-0.1, 0.0, 0.0], [0.0, 0.0, 0.0]], "e_tot_ha": -5387.58748, "gap_ev": [4.836, 4.776], "s2": 2.030, "multiplicity": 3, "charge": 0, "max_force_ev_per_a": 2.15}



No. 3
{"formula": "C3H2Br2S2", "method": "ωB97M-V with the def2-TZVPD basis set", "elements": ["C", "C", "C", "S", "S", "Br", "Br", "H", "H"], "positions_angstrom": [[-0.9288, -0.5156, -0.1422], [-2.2477, -0.4858, -0.2707], [-0.2286, 0.9922, -0.5360], [-3.0656, 0.9936, -0.6481], [-1.4866, 2.2446, -0.4635], [-3.3255, -1.9031, 0.2988], [0.5508, 0.6097, -2.5090], [-0.2090, -1.1695, 0.2779], [0.7087, 1.2185, -0.0886]], "atomic_forces_ev_per_a": [[1.3, 4.8, -0.8], [0.9, -0.2, 1.0], [-1.9, -3.6, -1.5], [-1.2, -0.4, -0.6], [1.4, 0.0, 0.3], [-0.3, -0.2, -0.2], [-0.5, 0.3, 1.0], [0.0, -1.0, 0.0], [0.3, 0.3, 0.7]], "e_tot_ha": -6059.86773, "relative_energy_kcal_mol": 9.2, "gap_ev": 8.521, "smiles": "BrC1=C[C@@H](Br)SS1", "charge": 0, "max_force_ev_per_a": 5.05}



No. 4
{"formula": "C3H5IOS", "method": "ωB97M-V with the def2-TZVPD basis set", "elements": ["C", "C", "C", "O", "S", "I", "H", "H", "H", "H", "H"], "positions_angstrom": [[-1.3499, -0.8621, -0.5076], [1.0394, -0.2300, 0.5387], [0.2589, 0.2212, -0.6403], [-1.4587, -1.8969, -0.9779], [-0.1402, 1.8944, -0.6400], [-2.8962, 0.2429, 0.5097], [0.4068, -0.3994, 1.5117], [1.7888, 0.5489, 0.7171], [1.5136, -1.1703, 0.4100], [0.6503, -0.3048, -1.4967], [0.1870, 1.9560, 0.5754]], "atomic_forces_ev_per_a": [[2.8, 3.9, 0.2], [-0.8, 0.4, 2.7], [-2.7, -3.4, 0.2], [-0.3, -2.4, -0.8], [-0.4, 0.4, -2.7], [-0.6, 0.0, 0.4], [0.9, 0.8, -1.7], [0.1, -0.4, 0.4], [0.5, -0.8, -0.5], [-0.1, 0.7, -0.8], [0.4, 0.7, 2.5]], "e_tot_ha": -888.37053, "relative_energy_kcal_mol": 29.4, "gap_ev": 8.936, "charge": 0, "max_force_ev_per_a": 4.79}



No. 5
{"formula": "C2H2OS", "method": "ωB97M-V with the def2-TZVPD basis set", "elements": ["C", "C", "O", "S", "H", "H"], "positions_angstrom": [[0.8085, 0.5135, 0.3271], [1.2992, -0.3271, -0.3717], [-1.5925, -0.6047, 0.3211], [-2.6975, 0.2233, -0.1948], [0.6158, 1.4812, 0.6355], [1.5665, -1.2862, -0.7173]], "atomic_forces_ev_per_a": [[1.1, 0.0, -1.1], [-0.2, -0.7, 0.7], [-0.2, -0.3, 0.2], [-0.3, 0.2, -0.1], [-0.6, 1.1, 0.9], [0.3, -0.3, -0.5]], "e_tot_ha": -550.66972, "relative_energy_kcal_mol": 74.4, "gap_ev": [7.793, 7.665], "smiles": "C#C.O=S", "charge": 0, "max_force_ev_per_a": 1.56}



No. 6
{"formula": "HOS3", "method": "ωB97M-V with the def2-TZVPD basis set", "elements": ["O", "S", "S", "S", "H"], "positions_angstrom": [[1.5254, -1.6618, 0.1490], [-2.9983, 0.5857, -0.3827], [3.2993, 0.4872, -0.0283], [1.5788, -0.3411, -0.4992], [-3.4052, 0.9300, 0.7614]], "atomic_forces_ev_per_a": [[-0.7, 0.8, -0.8], [1.0, -0.7, -2.4], [-1.8, -0.2, -0.8], [2.2, -0.5, 1.6], [-0.8, 0.7, 2.4]], "e_tot_ha": -1270.39879, "relative_energy_kcal_mol": 26.2, "gap_ev": [3.183, 3.633], "charge": -1, "max_force_ev_per_a": 2.78}